14
Properties=species:S:1:pos:R:3:forces:R:3 method="wB97M-V/def2-TZVPD" max_force_ev_per_a=0.39 multiplicity=1 e_above_lowest_kj_mol=210.8 e_tot_ev=-8371.0971
O 1.951039 0.819312 -0.557788 0.2 0.2 0.2
C 1.270310 -0.245613 0.085888 -0.2 -0.3 0.1
C -0.154858 0.132265 0.490146 0.1 0.1 0.1
C -0.940826 0.799054 -0.643244 0.1 0.4 -0.1
O -1.628855 -0.428413 -0.942619 -0.1 -0.1 -0.1
C -1.179898 -0.999218 0.292775 0.1 -0.3 0.3
H 2.557384 1.234728 0.063965 -0.1 0.0 -0.1
H 1.828128 -0.600680 0.964152 -0.1 0.0 -0.2
H 1.230163 -1.072946 -0.632803 0.0 0.1 0.1
H -0.180736 0.646507 1.455978 0.0 -0.1 -0.2
H -1.636992 1.576208 -0.297888 0.1 -0.1 -0.1
H -0.349327 1.175436 -1.483150 -0.1 -0.1 0.1
H -1.982506 -1.021949 1.042736 0.1 0.0 -0.1
H -0.783020 -2.014696 0.161847 0.0 0.2 0.0